## i
An isolated ion of composition CH5N2S and charge +1. Source: the OMol25 dataset; level of theory: ωB97M-V with the def2-TZVPD basis set.

Calculated values
- HOMO-LUMO gap (hartree) = 0.34492
- structure (SMILES) = N/C=[NH+]/S
- E_HOMO (eV) = -14.5
- net charge = +1

```
9
CH5N2S ωB97M-V with the def2-TZVPD basis set
N -1.450 -0.412 -0.234
C 0.069 0.300 -0.063
N 1.085 -0.459 0.158
S 2.728 -0.117 -0.115
H -2.305 0.175 -0.111
H -1.420 -1.351 0.261
H 0.238 1.417 -0.210
H 1.165 -1.525 0.420
H 2.716 1.079 -0.546
```

=====

## ii
An isolated ion of composition CH5N2S and charge +1. Source: the OMol25 dataset; level of theory: ωB97M-V with the def2-TZVPD basis set.

Calculated values
- HOMO-LUMO gap (hartree) = 0.36665
- structure (SMILES) = [NH2+]=CNS
- E_HOMO (eV) = -14.4
- net charge = +1

```
9
CH5N2S ωB97M-V with the def2-TZVPD basis set
N -0.861 -1.054 0.096
C -0.618 0.229 0.278
N 0.637 0.670 0.087
S 2.100 -0.361 0.059
H -0.081 -1.591 -0.312
H -1.891 -1.307 0.213
H -1.352 0.988 0.530
H 0.966 1.533 0.298
H 2.875 0.781 -0.329
```

=====

## iii
An isolated ion of composition CH5N2S and charge +1. Source: the OMol25 dataset; level of theory: ωB97M-V with the def2-TZVPD basis set.

Calculated values
- HOMO-LUMO gap (hartree) = 0.33619
- E_HOMO (eV) = -14.2
- net charge = +1

```
9
CH5N2S ωB97M-V with the def2-TZVPD basis set
C 0.501 -0.534 -0.064
N 1.707 -0.040 0.142
N -0.435 0.466 -0.098
S -2.021 -0.039 -0.014
H -1.606 -1.231 0.375
H 2.480 -0.592 0.134
H 1.877 0.878 0.483
H -0.364 1.294 0.426
H -2.140 -0.202 -1.384
```

=====

Most stable structure - ii; separation to the second - 194.6 kJ/mol.

=====

## i
A 2-piece molecular cluster, C3H5IO overall. Source: the OMol25 dataset; level of theory: ωB97M-V with the def2-TZVPD basis set.

Calculated values
- HOMO-LUMO gap (alpha / beta) (hartree) = 0.32692 / 0.23422
- E_HOMO (alpha / beta) (eV) = -8.5 / -6.9

```
10
C3H5IO ωB97M-V with the def2-TZVPD basis set
C 1.457 -1.466 -0.908
C 0.144 1.191 0.378
C -1.216 0.831 0.567
O 1.076 1.694 0.854
I -0.399 -1.859 -1.796
H 1.721 -0.389 -0.910
H 1.743 -2.010 -0.104
H -1.285 0.389 1.537
H -1.810 1.667 0.529
H -1.430 -0.047 -0.147
```

=====

## ii
One molecule with the formula C3H5IO. Source: the OMol25 dataset; level of theory: ωB97M-V with the def2-TZVPD basis set.

Calculated values
- HOMO-LUMO gap (hartree) = 0.34933
- structure (SMILES) = C=C[C@@H](O)I
- E_HOMO (eV) = -9.5

```
10
C3H5IO ωB97M-V with the def2-TZVPD basis set
C -0.195 -1.201 0.383
C -0.239 0.120 0.206
C 0.951 0.800 -0.265
O 0.467 2.120 -1.020
I 2.157 1.344 1.493
H -0.886 -1.818 0.838
H 0.595 -1.811 0.151
H -1.117 0.564 0.539
H 1.424 0.338 -1.060
H -0.397 2.101 -0.704
```

=====

Most stable structure - ii; separation to the second - 225.6 kJ/mol.

=====

## i
A 2-piece molecular cluster, C3H5IO overall. Source: the OMol25 dataset; level of theory: ωB97M-V with the def2-TZVPD basis set.

Calculated values
- HOMO-LUMO gap (alpha / beta) (hartree) = 0.30173 / 0.29938
- E_HOMO (alpha / beta) (eV) = -8.2 / -8.0

```
10
C3H5IO ωB97M-V with the def2-TZVPD basis set
C -0.136 2.456 -0.439
C 0.310 -0.317 0.406
C -0.663 -0.052 -0.607
O 0.775 2.354 0.316
I -2.714 -0.153 0.016
H -0.619 3.328 -0.866
H -0.174 0.048 1.350
H 0.623 -1.417 0.533
H 1.115 0.335 0.115
H -0.703 -0.490 -1.557
```

=====

## ii
One molecule with the formula C3H5IO. Source: the OMol25 dataset; level of theory: ωB97M-V with the def2-TZVPD basis set.

Calculated values
- HOMO-LUMO gap (alpha / beta) (hartree) = 0.23146 / 0.29087
- E_HOMO (alpha / beta) (eV) = -6.9 / -7.9

```
10
C3H5IO ωB97M-V with the def2-TZVPD basis set
C -0.985 -0.141 0.518
C -1.123 -1.546 0.869
C 1.142 2.474 -0.701
O -1.665 0.749 0.901
I 1.116 0.464 -0.912
H -0.182 -1.787 1.168
H -1.989 -1.625 1.543
H -1.242 -2.181 0.036
H 2.238 2.776 -0.629
H 0.693 3.000 -1.443
```

=====

Most stable structure - i; separation to the second - 56.4 kJ/mol.

=====

## i
One molecule with the formula C4H8NO3. Source: the OMol25 dataset; level of theory: ωB97M-V with the def2-TZVPD basis set.

Calculated values
- HOMO-LUMO gap (alpha / beta) (hartree) = 0.16202 / 0.31304
- expectation value of S² = 0.753
- E_HOMO (alpha / beta) (eV) = -4.3 / -8.5
- multiplicity = 2

```
16
C4H8NO3 ωB97M-V with the def2-TZVPD basis set
O 1.593 -1.579 -1.142
C 0.833 -1.348 -0.241
O -0.042 -2.220 0.440
C 0.358 -0.004 0.143
C -0.236 0.834 -1.008
C -0.671 2.234 -0.570
O -1.070 2.330 0.575
N -0.550 -0.072 1.390
H 0.411 -3.053 0.342
H 1.258 0.613 0.517
H 0.474 1.048 -1.787
H -1.019 0.185 -1.403
H -0.463 3.138 -1.311
H 0.067 -0.187 2.171
H -1.095 1.072 1.398
H -1.341 -0.863 1.411
```

=====

## ii
A 2-piece molecular cluster, C4H8NO3 overall. Source: the OMol25 dataset; level of theory: ωB97M-V with the def2-TZVPD basis set.

Calculated values
- HOMO-LUMO gap (alpha / beta) (hartree) = 0.36851 / 0.20871
- expectation value of S² = 0.755
- E_HOMO (alpha / beta) (eV) = -9.5 / -9.5
- multiplicity = 2

```
16
C4H8NO3 ωB97M-V with the def2-TZVPD basis set
O 0.123 1.527 -0.273
C -0.085 1.149 -1.487
O -0.048 0.000 -1.872
C -0.394 2.289 -2.449
H 0.522 2.504 -3.002
H -1.218 1.955 -3.074
H -0.671 3.210 -1.930
C -1.226 -0.895 1.525
C 0.225 -1.321 1.589
N 0.890 -1.273 0.400
O 0.772 -1.637 2.625
H -1.697 -1.128 0.577
H -1.259 0.184 1.680
H -1.775 -1.331 2.350
H 0.540 -0.795 -0.425
H 1.859 -1.542 0.454
```

=====

Most stable structure - ii; separation to the second - 245.5 kJ/mol.

=====

## i
C5H9N2S as an isolated structure. Source: the OMol25 dataset; level of theory: ωB97M-V with the def2-TZVPD basis set.

Calculated values
- HOMO-LUMO gap (alpha / beta) (hartree) = 0.27121 / 0.25712
- E_HOMO (alpha / beta) (eV) = -12.6 / -12.4
- net charge = +1

```
17
C5H9N2S ωB97M-V with the def2-TZVPD basis set
C -0.914 -1.423 -0.945
C -2.283 0.073 0.213
C -0.251 -0.444 1.317
C 1.697 -1.805 -0.138
C 0.471 1.661 -1.124
N -2.016 -0.845 -0.685
N -1.444 0.196 1.282
S 0.605 -0.583 -0.189
H -0.522 -2.428 -1.054
H -3.088 0.764 0.137
H 0.187 -0.674 2.305
H 2.529 -1.749 0.518
H 1.996 -1.941 -1.113
H 1.056 1.404 -2.015
H -0.623 1.891 -1.128
H 1.023 2.148 -0.363
H -1.801 0.705 2.001
```

=====

## ii
A 2-piece molecular cluster, C5H9N2S overall. Source: the OMol25 dataset; level of theory: ωB97M-V with the def2-TZVPD basis set.

Calculated values
- HOMO-LUMO gap (alpha / beta) (hartree) = 0.23492 / 0.23178
- E_HOMO (alpha / beta) (eV) = -13.3 / -13.2
- net charge = +1

```
17
C5H9N2S ωB97M-V with the def2-TZVPD basis set
C -1.569 0.774 -1.419
C -1.581 0.003 -0.256
C 0.486 0.374 -0.695
C -2.718 -0.719 0.447
C 3.457 -0.033 1.147
N -0.279 -0.227 0.121
N -0.256 1.035 -1.627
S 3.350 -0.173 -0.647
H -2.262 0.870 -2.136
H -3.760 -0.182 0.345
H -2.866 -1.736 0.030
H -2.666 -0.829 1.461
H 4.542 0.133 1.394
H 3.291 -0.981 1.832
H 2.932 0.777 1.505
H -0.211 -0.623 1.021
H 0.108 1.539 -2.524
```

=====

Most stable structure - ii; separation to the second - 295.7 kJ/mol.